(1)
Here is a 3-piece molecular cluster, C13H29O8S3Si overall in a non-equilibrium geometry from the Open Molecules 2025 dataset. Energies are from wB97M-V/def2-TZVPD.

Output
**Total charge**: -1
**Lowest unoccupied orbital energy**: 0.071 Eh

The geometry in XYZ format:
```
54
C13H29O8S3Si, DFT wB97M-V/def2-TZVPD
C 1.598 -3.836 1.141
Si 1.497 -2.387 -0.165
C 1.340 -0.678 0.704
C 3.249 -2.379 -1.053
O 0.317 -2.697 -1.430
C -1.030 -2.225 -1.073
C -1.557 -2.676 0.412
S -3.467 -2.721 0.368
O -3.904 -4.224 0.461
O -4.033 -1.931 1.611
O -4.126 -1.966 -1.011
H 2.624 -3.859 1.704
H 1.393 -4.832 0.557
H 0.714 -3.640 1.894
H 1.744 0.236 0.059
H 0.264 -0.390 1.063
H 2.022 -0.694 1.683
H 3.336 -3.410 -1.624
H 4.126 -2.197 -0.280
H 3.180 -1.526 -1.865
H -1.775 -2.723 -1.861
H -1.181 -1.051 -1.221
H -1.238 -3.753 0.747
H -1.307 -1.886 1.272
C 5.563 2.159 -4.976
C 4.705 3.118 -4.152
C 3.483 2.339 -3.669
S 3.993 0.630 -3.552
O 3.255 -0.139 -4.532
O 4.060 0.247 -2.156
C 5.650 0.878 -4.159
H 6.555 2.574 -5.179
H 5.076 1.959 -5.937
H 5.280 3.474 -3.289
H 4.408 3.996 -4.734
H 3.147 2.685 -2.688
H 2.660 2.398 -4.387
H 5.965 0.014 -4.747
H 6.308 1.006 -3.294
C -5.497 0.846 3.910
C -6.194 2.182 4.165
C -5.132 3.168 4.650
S -3.586 2.628 3.935
O -2.709 2.199 5.004
O -3.170 3.580 2.925
C -4.238 1.181 3.125
H -6.140 0.151 3.362
H -5.231 0.379 4.866
H -6.637 2.546 3.230
H -7.004 2.083 4.895
H -5.349 4.187 4.319
H -5.030 3.143 5.738
H -3.497 0.379 3.138
H -4.479 1.455 2.093
```



(2)
Here is an isolated ion of composition C13H30BN2O3 and charge +1 in a non-equilibrium geometry from the Open Molecules 2025 dataset. Energies are from wB97M-V/def2-TZVPD.

Output
**Total charge**: +1
**Lowest unoccupied orbital energy**: -0.089 Eh

The geometry in XYZ format:
```
49
C13H30BN2O3, DFT wB97M-V/def2-TZVPD
C 5.326 -0.003 0.691
C 4.176 0.692 -0.037
C 2.978 1.005 0.882
C 1.728 0.227 0.437
C 0.988 0.977 -0.678
C -0.563 0.789 -0.743
C -1.220 1.908 0.103
B -1.051 1.825 1.688
O -2.149 1.532 2.453
O 0.128 2.012 2.347
C -1.035 1.030 -2.211
N -1.195 -0.162 -3.026
C -0.269 -1.218 -2.676
C -0.302 -1.628 -1.191
N -0.958 -0.586 -0.316
C -2.450 -0.802 -0.262
C -2.887 -1.277 1.120
C -2.744 -2.787 1.280
O -4.243 -0.892 1.252
H 6.225 0.106 0.093
H 5.159 -1.069 0.783
H 5.532 0.455 1.650
H 4.572 1.598 -0.483
H 3.884 0.053 -0.867
H 3.240 0.654 1.873
H 2.784 2.068 0.881
H 2.105 -0.724 0.080
H 1.095 0.004 1.294
H 1.157 2.034 -0.537
H 1.392 0.714 -1.646
H -2.279 1.970 -0.134
H -0.792 2.845 -0.227
H -2.964 1.700 1.947
H 0.116 2.794 2.924
H -0.355 1.738 -2.671
H -2.007 1.506 -2.165
H -2.139 -0.522 -2.960
H 0.734 -0.871 -2.902
H -0.429 -2.077 -3.311
H -0.809 -2.573 -1.068
H 0.711 -1.790 -0.862
H -0.620 -0.802 0.623
H -2.746 -1.570 -0.961
H -2.997 0.090 -0.527
H -2.289 -0.807 1.901
H -2.643 -3.040 2.327
H -1.864 -3.181 0.776
H -3.621 -3.277 0.874
H -4.409 -0.668 2.181
```



(3)
Here is a 7-piece molecular cluster, C13H30Cl10O6 overall in a non-equilibrium geometry from the Open Molecules 2025 dataset. Energies are from wB97M-V/def2-TZVPD.

Output
**Total charge**: -1
**Lowest unoccupied orbital energy (alpha / beta)**: 0.083 / 0.082 Eh
**Multiplicity**: 2
**Expectation value of S²**: 0.753

The geometry in XYZ format:
```
59
C13H30Cl10O6, DFT wB97M-V/def2-TZVPD
C 0.646 -0.390 -0.010
Cl 1.564 0.335 1.320
Cl -0.284 -1.683 0.659
Cl -0.503 0.773 -0.815
Cl 1.782 -1.191 -1.211
C 1.870 2.166 5.532
C 2.377 1.510 4.256
O 3.727 1.028 4.355
O 2.269 3.535 5.430
H 2.339 1.760 6.428
H 0.783 2.131 5.602
H 2.206 2.084 3.346
H 1.874 0.545 4.196
H 4.363 1.614 3.937
H 3.226 3.537 5.512
C 4.804 1.356 -0.437
C 3.633 2.223 -0.981
O 3.353 3.367 -0.198
O 5.952 1.431 -1.167
H 4.624 0.286 -0.334
H 4.875 1.641 0.613
H 2.866 1.454 -0.887
H 3.668 2.504 -2.034
H 2.403 3.446 -0.088
H 6.395 0.579 -1.152
C -3.282 -1.953 -3.573
C -3.326 -1.601 -2.009
O -3.689 -2.674 -1.249
O -2.267 -2.920 -3.799
H -3.177 -1.097 -4.238
H -4.183 -2.463 -3.913
H -4.131 -0.866 -1.979
H -2.331 -1.257 -1.727
H -3.381 -3.516 -1.592
H -2.296 -3.242 -4.703
Cl 1.188 -6.435 -4.109
C 0.880 -4.844 -3.471
C 1.539 -4.706 -2.134
Cl 3.297 -4.692 -2.343
H -0.191 -4.731 -3.301
H 1.104 -4.107 -4.242
H 1.261 -5.536 -1.484
H 1.366 -3.762 -1.618
Cl -2.703 4.470 0.594
C -2.270 4.440 -1.136
C -2.958 3.195 -1.861
Cl -2.439 3.018 -3.563
H -1.182 4.391 -1.169
H -2.444 5.396 -1.630
H -4.032 3.371 -1.802
H -2.805 2.206 -1.429
Cl -3.210 -0.497 4.726
C -2.925 -0.962 3.047
C -4.130 -0.804 2.160
Cl -4.739 0.904 2.228
H -2.557 -1.988 3.055
H -2.108 -0.391 2.607
H -4.939 -1.365 2.626
H -3.752 -1.020 1.160
```



(4)
Here is a 3-piece molecular cluster, C13H30Cl2O6 overall in a non-equilibrium geometry from the Open Molecules 2025 dataset. Energies are from wB97M-V/def2-TZVPD.

Output
**Lowest unoccupied orbital energy**: 0.020 Eh

The geometry in XYZ format:
```
51
C13H30Cl2O6, DFT wB97M-V/def2-TZVPD
C -2.739 -3.729 -1.249
O -2.400 -2.766 -0.284
C -1.507 -3.300 0.614
C -1.150 -2.275 1.628
O -2.229 -2.171 2.516
C -2.168 -1.015 3.347
C -3.262 -1.001 4.366
O -4.626 -0.913 3.927
C -4.893 0.280 3.177
H -3.134 -3.195 -2.094
H -3.473 -4.499 -0.883
H -1.825 -4.344 -1.520
H -0.582 -3.675 0.152
H -2.015 -4.174 1.059
H -0.974 -1.363 1.071
H -0.257 -2.456 2.213
H -2.173 -0.075 2.738
H -1.219 -0.970 3.955
H -3.101 -0.155 5.007
H -3.192 -1.882 5.002
H -5.947 0.453 3.120
H -4.545 0.191 2.141
H -4.385 1.164 3.630
C 0.040 1.053 -0.124
O 0.597 1.790 -1.147
C 1.938 2.092 -0.778
C 2.694 2.456 -2.077
O 2.739 1.248 -2.830
C 3.128 1.439 -4.163
C 3.281 0.171 -4.898
O 4.111 -0.821 -4.219
C 5.459 -0.534 -4.040
H -0.808 0.531 -0.543
H -0.295 1.681 0.718
H 0.702 0.340 0.363
H 2.467 1.250 -0.333
H 1.874 2.905 -0.037
H 3.683 2.751 -1.732
H 2.182 3.221 -2.710
H 4.064 2.010 -4.128
H 2.314 1.988 -4.693
H 3.766 0.485 -5.830
H 2.372 -0.376 -5.048
H 6.055 -1.462 -4.056
H 5.768 -0.018 -3.150
H 5.814 0.050 -4.898
Cl -2.004 3.693 2.777
C -0.282 3.540 3.249
Cl -0.191 2.906 4.909
H 0.240 2.937 2.491
H 0.086 4.542 3.292
```



(5)
Here is a 2-piece molecular cluster, C13H30FN3O overall from the Open Molecules 2025 dataset. Energies are from wB97M-V/def2-TZVPD.

Output
**Total charge**: +1
**Lowest unoccupied orbital energy (alpha / beta)**: -0.137 / -0.137 Eh
**Multiplicity**: 2
**Expectation value of S²**: 0.754

The geometry in XYZ format:
```
48
C13H30FN3O, DFT wB97M-V/def2-TZVPD
C 0.729 -2.315 0.176
C 1.046 -0.972 0.843
C 2.180 -1.181 1.860
C -0.200 -0.380 1.522
C -1.248 0.405 0.671
C -1.511 1.730 1.443
N -2.152 1.637 2.740
C -2.597 -0.352 0.603
C -2.784 -1.419 -0.493
C -3.059 -2.828 0.034
F -2.302 -3.766 -0.696
C -0.778 0.853 -0.747
C 0.621 0.440 -1.283
C 1.316 1.650 -1.885
C 0.549 -0.639 -2.365
N 1.519 0.054 -0.142
O 2.104 1.055 0.419
H 1.438 -2.549 -0.619
H 0.787 -3.099 0.928
H -0.269 -2.355 -0.249
H 3.124 -0.803 1.473
H 2.312 -2.240 2.074
H 1.980 -0.670 2.801
H -0.696 -1.220 2.015
H 0.153 0.279 2.318
H -2.125 2.379 0.813
H -0.540 2.228 1.565
H -1.860 0.834 3.281
H -3.160 1.643 2.680
H -3.393 0.391 0.503
H -2.762 -0.819 1.577
H -3.606 -1.120 -1.145
H -1.914 -1.500 -1.145
H -4.104 -3.119 -0.080
H -2.767 -2.935 1.083
H -1.512 0.548 -1.494
H -0.799 1.945 -0.752
H 0.972 1.887 -2.892
H 1.162 2.522 -1.250
H 2.374 1.397 -1.910
H -0.054 -1.495 -2.089
H 0.128 -0.198 -3.269
H 1.548 -1.009 -2.604
N 4.038 3.027 -1.262
H 4.816 3.532 -0.833
H 4.388 2.236 -1.804
H 3.397 2.662 -0.535
H 3.512 3.650 -1.876
```



(6)
Here is C13H30IIrO2P2 as an isolated structure in a non-equilibrium geometry from the Open Molecules 2025 dataset. Energies are from wB97M-V/def2-TZVPD.

Output
**Total charge**: +3
**Lowest unoccupied orbital energy (alpha / beta)**: -0.401 / -0.557 Eh
**Multiplicity**: 6
**Expectation value of S²**: 8.770

The geometry in XYZ format:
```
49
C13H30IIrO2P2, DFT wB97M-V/def2-TZVPD
C -2.846 0.231 -3.795
C -1.509 -0.181 -3.522
H -3.138 0.105 -4.864
H -2.950 1.303 -3.516
H -3.535 -0.366 -3.158
O -0.424 -0.591 -3.557
I -2.673 0.991 -0.028
Ir -0.222 0.041 -0.391
P -0.926 -2.177 0.095
C 0.402 -3.414 0.329
C -1.851 -2.204 1.675
H -2.305 -3.193 1.813
H -2.174 -4.061 -0.754
H -2.634 -1.438 1.651
H -2.944 -2.483 -1.147
H 1.087 -3.097 1.124
H -1.166 -1.998 2.505
C -1.999 -3.027 -1.090
H -0.051 -4.380 0.596
H -1.508 -3.048 -2.066
H 0.960 -3.527 -0.610
P 0.593 2.266 -0.914
C 2.412 2.446 -1.039
C 0.036 3.019 -2.480
H -0.894 3.238 0.752
H 0.148 4.489 0.017
H 0.827 3.369 1.227
C 0.118 3.460 0.397
H -1.046 3.173 -2.410
H 0.553 3.983 -2.644
H 2.666 3.478 -1.327
H 2.812 1.757 -1.796
H 0.275 2.343 -3.312
H 2.860 2.216 -0.063
C 1.368 -0.635 -1.059
O 2.396 -1.051 -1.423
C 2.636 0.130 2.126
C 1.234 -0.435 2.356
C 0.942 -0.511 3.854
C 0.120 0.370 1.649
H 2.683 1.196 2.394
H 2.961 0.013 1.083
H 3.353 -0.413 2.761
H 1.214 -1.467 1.955
H 0.913 0.494 4.289
H -0.020 -0.990 4.048
H 1.729 -1.085 4.357
H -0.829 0.222 2.201
H 0.346 1.442 1.708
```



(7)
Here is a 3-piece molecular cluster, C13H30N6O6S2 overall in a non-equilibrium geometry from the Open Molecules 2025 dataset. Energies are from wB97M-V/def2-TZVPD.

Output
**Lowest unoccupied orbital energy**: 0.011 Eh

The geometry in XYZ format:
```
57
C13H30N6O6S2, DFT wB97M-V/def2-TZVPD
N -1.018 -4.056 6.131
C -0.933 -2.988 5.699
C -1.002 -1.721 4.979
C -0.919 -0.609 6.076
N -2.213 -0.322 6.680
C 0.194 -1.540 4.021
C 1.390 -1.974 4.768
N 2.301 -2.286 5.417
C 0.150 -2.393 2.746
C -1.213 -2.415 2.015
N -2.122 -3.412 2.592
N -1.868 -1.120 1.927
N -0.908 -2.866 0.645
H -1.947 -1.625 4.466
H -0.509 0.298 5.635
H -0.228 -0.942 6.839
H -2.968 -0.542 6.054
H -2.324 -0.827 7.544
H 0.367 -0.491 3.817
H 0.891 -2.000 2.055
H 0.449 -3.414 2.952
H -1.672 -3.808 3.408
H -2.143 -4.175 1.929
H -2.626 -1.015 2.581
H -1.220 -0.345 1.948
H -0.087 -2.397 0.292
H -1.700 -2.601 0.077
C 2.250 4.110 -0.771
C 0.961 4.059 0.026
O -0.041 3.221 -0.588
S 0.147 1.646 -0.511
C -1.449 1.192 -1.092
O 0.277 1.263 0.866
O 1.115 1.238 -1.486
H 2.743 3.138 -0.788
H 2.941 4.828 -0.331
H 2.051 4.389 -1.805
H 1.141 3.733 1.052
H 0.524 5.054 0.076
H -2.195 1.521 -0.375
H -1.462 0.108 -1.181
H -1.609 1.649 -2.066
C 1.660 0.236 -4.140
C 1.960 1.309 -5.165
O 1.747 0.868 -6.524
S 0.245 0.712 -7.026
C 0.604 0.505 -8.737
O -0.439 1.954 -6.826
O -0.298 -0.509 -6.519
H 0.600 -0.019 -4.134
H 1.922 0.581 -3.135
H 2.210 -0.679 -4.370
H 1.376 2.212 -4.974
H 3.011 1.585 -5.105
H 1.044 1.420 -9.121
H -0.339 0.298 -9.239
H 1.281 -0.337 -8.853
```



(8)
Here is C13H30N8O4RhS2 as an isolated structure in a non-equilibrium geometry from the Open Molecules 2025 dataset. Energies are from wB97M-V/def2-TZVPD.

Output
**Total charge**: +1
**Lowest unoccupied orbital energy (alpha / beta)**: -0.203 / -0.202 Eh

The geometry in XYZ format:
```
58
C13H30N8O4RhS2, DFT wB97M-V/def2-TZVPD
Rh 0.067 0.281 -0.056
C -1.178 -1.569 -2.192
N -0.940 -1.645 -0.733
C -2.258 -1.774 -0.068
N -2.956 -2.950 -0.538
C -3.166 -2.852 -1.976
N -1.881 -2.747 -2.653
C -1.090 -3.933 -2.355
N -0.872 -4.044 -0.918
C -0.165 -2.872 -0.450
C -2.164 -4.136 -0.251
H -0.216 -1.499 -2.709
H -1.772 -0.675 -2.407
H -2.848 -0.877 -0.276
H -2.102 -1.848 1.014
H -3.769 -1.969 -2.198
H -3.690 -3.742 -2.329
H -0.125 -3.866 -2.863
H -1.619 -4.820 -2.708
H 0.806 -2.808 -0.949
H -0.008 -2.953 0.630
H -2.011 -4.221 0.826
H -2.691 -5.023 -0.607
C -3.207 -0.310 4.090
C -1.690 -0.136 4.083
C -1.008 -1.239 4.895
C -1.299 1.251 4.623
N -1.275 -0.236 2.680
N 0.070 -0.023 2.375
H -3.596 -0.207 5.097
H -3.479 -1.295 3.721
H -3.684 0.438 3.462
H -1.400 -1.255 5.907
H 0.066 -1.081 4.968
H -1.195 -2.210 4.445
H -1.751 1.401 5.598
H -1.643 2.037 3.952
H -0.218 1.333 4.732
H -1.829 0.387 2.067
H 0.669 -0.575 2.989
H 0.326 0.980 2.391
O -1.605 3.793 0.205
S -1.059 2.482 0.151
O 0.188 2.349 1.002
O -0.604 2.065 -1.231
O -1.953 1.366 0.593
S 2.262 0.048 -0.960
C 2.352 1.754 -0.842
N 1.994 2.586 -1.812
C 2.104 3.969 -1.366
C 2.705 3.836 0.047
N 2.942 2.404 0.157
H 1.267 2.330 -2.468
H 1.116 4.434 -1.345
H 2.753 4.518 -2.053
H 1.988 4.150 0.810
H 3.644 4.378 0.168
H 3.131 1.974 1.047
```



(9)
Here is C13H30O13Zr as an isolated structure in a non-equilibrium geometry from the Open Molecules 2025 dataset. Energies are from wB97M-V/def2-TZVPD.

Output
**Lowest unoccupied orbital energy**: 0.021 Eh

The geometry in XYZ format:
```
57
C13H30O13Zr, DFT wB97M-V/def2-TZVPD
Zr -0.006 -0.257 0.293
C -2.695 1.899 0.393
O -1.836 0.837 0.044
H -3.187 2.171 -0.546
H -3.399 1.601 1.173
H -2.096 2.743 0.755
C -1.408 -2.846 -1.676
O -0.741 -1.935 -0.882
H -2.124 -3.458 -1.112
H -1.892 -2.344 -2.524
H -0.685 -3.563 -2.093
C 1.221 0.162 3.373
O 0.437 0.416 2.265
H 0.864 0.693 4.264
H 1.252 -0.899 3.638
H 2.250 0.527 3.262
C 3.371 -1.201 0.080
O 2.010 -0.976 0.048
H 3.739 -1.461 -0.918
H 3.992 -0.431 0.550
H 3.590 -2.099 0.676
C -3.807 -1.253 1.900
O -3.192 -2.346 2.572
C -1.917 -2.580 2.414
O -1.196 -1.815 1.825
O -1.579 -3.666 3.070
C -0.201 -3.993 3.083
H -4.846 -1.291 2.207
H -3.541 -1.265 0.842
H -3.408 -0.296 2.251
H 0.351 -3.125 3.458
H 0.270 -4.291 2.147
H -0.022 -4.801 3.789
C 3.299 2.410 1.219
O 2.323 3.367 0.864
C 1.279 2.988 0.175
O 0.961 1.841 -0.011
O 0.584 4.019 -0.207
C -0.218 3.901 -1.385
H 3.588 2.482 2.265
H 4.200 2.445 0.610
H 2.875 1.407 1.113
H 0.482 3.829 -2.216
H -0.873 4.756 -1.523
H -0.869 3.028 -1.317
C 2.532 -0.096 -3.493
O 1.275 0.221 -4.060
C 0.252 0.475 -3.278
O 0.225 0.403 -2.089
O -0.786 0.783 -4.052
C -2.039 0.889 -3.417
H 2.876 -1.001 -4.006
H 2.528 -0.468 -2.463
H 3.189 0.763 -3.612
H -2.853 0.680 -4.112
H -2.166 1.880 -2.983
H -2.234 0.140 -2.643
```